Entry 1:
# C8H11NO

A cluster of 3 separate species, C8H11NO in total (ωB97M-V/def2-TZVPD, OMol25).

Positions of all 21 atoms, in Å:
C 1.39 -1.48 0.21
C 2.71 -1.24 0.41
C 3.13 -0.92 1.67
C 2.13 -0.98 2.70
C 0.76 -1.10 2.46
C 0.44 -1.48 1.27
C -2.24 1.09 -1.76
C -3.00 1.82 -2.71
H 0.83 -1.96 -0.64
H 3.39 -1.48 -0.35
H 4.15 -0.36 1.72
H 2.24 -0.93 3.88
H -0.01 -0.86 3.22
H -0.46 -1.74 1.00
H -0.30 1.45 -0.58
H -1.69 2.81 -0.91
H -2.48 1.71 -3.78
H -3.41 2.87 -2.25
H -4.04 1.16 -2.58
N -1.00 1.69 -1.51
O -2.53 -0.10 -1.46

The energy above the lowest of the compared OMol25 structures with the same formula, charge and spin comes out at 137.6 kcal/mol. As for the lowest unoccupied orbital energy: 0.03 eV. The HOMO energy is -8.973 eV. For the HOMO-LUMO gap, the calculation gives 8.998 eV. The energy comes out at -12006.4315 eV.

Electronic structure analysis, natural (NBO) charges in units of e: number 1, C, carries -0.219; number 2, C, carries -0.238; number 3, C, carries -0.229; number 4, C, carries -0.189; number 5, C, carries -0.230; number 6, C, carries -0.198; number 7, C, carries 0.595; number 8, C, carries -0.741; number 9, H, carries 0.222; number 10, H, carries 0.216; number 11, H, carries 0.231; number 12, H, carries 0.215; number 13, H, carries 0.216; number 14, H, carries 0.202; number 15, H, carries 0.419; number 16, H, carries 0.336; number 17, H, carries 0.279; number 18, H, carries 0.236; number 19, H, carries 0.255; number 20, N, carries -0.791; number 21, O, carries -0.587


Entry 2:
# C8H11NO

The molecule C8H11NO (ωB97M-V/def2-TZVPD, OMol25).

Positions of all 21 atoms, in Å:
N -2.26 -2.64 -0.74
C -1.18 -2.21 -0.26
C -0.71 -0.86 0.14
C -1.25 0.19 -0.52
C -0.60 1.51 -0.78
C 0.12 2.13 0.42
C 1.47 1.50 0.73
C 1.47 0.05 1.10
C 0.50 -0.87 0.98
H -2.15 -0.01 -1.10
H 0.11 1.40 -1.62
H -1.38 2.20 -1.14
H 0.28 3.20 0.22
H -0.53 2.08 1.30
H 2.16 1.64 -0.12
H 1.94 2.06 1.56
H 2.37 -0.28 1.63
H 0.78 -1.87 1.35
H -1.80 -3.48 -1.43
O -0.10 -3.09 -0.93
H 0.75 -2.67 -0.77

As for the SMILES: [H]/N=C(\O)C1=CCCCC=C1. The energy above the lowest of the compared OMol25 structures with the same formula, charge and spin comes out at 70.8 kcal/mol. As for the lowest unoccupied orbital energy: 0.29 eV. The HOMO energy is -8.890 eV. For the HOMO-LUMO gap, the calculation gives 9.176 eV. The energy comes out at -12009.3298 eV.

Electronic structure analysis, natural (NBO) charges in units of e: number 1, N, carries -0.623; number 2, C, carries 0.515; number 3, C, carries -0.179; number 4, C, carries -0.061; number 5, C, carries -0.455; number 6, C, carries -0.393; number 7, C, carries -0.452; number 8, C, carries -0.129; number 9, C, carries -0.258; number 10, H, carries 0.225; number 11, H, carries 0.225; number 12, H, carries 0.223; number 13, H, carries 0.214; number 14, H, carries 0.210; number 15, H, carries 0.217; number 16, H, carries 0.225; number 17, H, carries 0.205; number 18, H, carries 0.215; number 19, H, carries 0.383; number 20, O, carries -0.777; number 21, H, carries 0.470


Entry 3:
# C8H11NO

The molecule C8H11NO (ωB97M-V/def2-TZVPD, OMol25).

Positions of all 21 atoms, in Å:
C -2.96 0.79 0.41
C -1.40 -1.28 0.04
C -2.80 -0.67 0.23
C 0.67 0.33 -0.60
C 1.09 -0.46 0.58
C -0.31 -0.36 0.10
C 0.74 1.84 -0.60
C 1.85 -1.73 0.49
N -2.13 1.61 0.81
O -1.34 -2.51 -0.10
H -4.00 1.09 0.02
H -3.09 -1.13 1.11
H -3.37 -0.94 -0.67
H 0.90 -0.06 -1.54
H 1.35 0.04 1.53
H 0.74 2.31 0.39
H -0.17 2.22 -1.13
H 1.65 2.11 -1.08
H 2.78 -1.74 -0.06
H 1.08 -2.43 0.17
H 2.13 -2.13 1.59

The energy above the lowest of the compared OMol25 structures with the same formula, charge and spin comes out at 139.4 kcal/mol. As for the lowest unoccupied orbital energy (spin up / spin down): -0.49 / -0.39 eV. The HOMO energy (spin up / spin down) is -8.440 / -9.455 eV. For the HOMO-LUMO gap (spin up / spin down), the calculation gives 7.954 / 9.068 eV. The energy comes out at -12006.3576 eV.

Electronic structure analysis, natural (NBO) charges in units of e: number 1, C, carries -0.019; number 2, C, carries 0.520; number 3, C, carries -0.548; number 4, C, carries -0.250; number 5, C, carries -0.246; number 6, C, carries 0.044; number 7, C, carries -0.587; number 8, C, carries -0.626; number 9, N, carries -0.212; number 10, O, carries -0.543; number 11, H, carries 0.201; number 12, H, carries 0.259; number 13, H, carries 0.243; number 14, H, carries 0.220; number 15, H, carries 0.227; number 16, H, carries 0.223; number 17, H, carries 0.218; number 18, H, carries 0.209; number 19, H, carries 0.219; number 20, H, carries 0.240; number 21, H, carries 0.208


Entry 4:
# C8H11NO2

The molecule C8H11NO2 (ωB97M-V/def2-TZVPD, OMol25).

Positions of all 22 atoms, in Å:
C 0.07 0.94 1.80
C 0.58 -0.34 1.58
C -0.58 1.73 0.77
C -1.63 0.76 -0.09
C 0.18 0.07 -1.79
C 1.40 -0.10 -0.88
C -1.07 -0.21 -1.02
C 0.80 -0.84 0.32
N 0.67 -2.28 0.18
O 0.06 -2.89 1.07
O 1.17 -2.84 -0.83
H -0.12 1.03 2.87
H 0.89 -0.91 2.40
H -1.17 2.46 1.24
H 0.06 2.22 0.10
H -2.20 0.07 0.70
H -2.11 1.58 -0.60
H 0.08 1.16 -1.98
H 0.31 -0.50 -2.72
H 2.15 -0.80 -1.37
H 1.96 0.79 -0.60
H -1.52 -1.10 -1.16

The energy above the lowest of the compared OMol25 structures with the same formula, charge and spin comes out at 173.1 kcal/mol. As for the lowest unoccupied orbital energy (spin up / spin down): -1.18 / -0.39 eV. The HOMO energy (spin up / spin down) is -8.088 / -8.064 eV. For the HOMO-LUMO gap (spin up / spin down), the calculation gives 6.908 / 7.673 eV. The energy comes out at -14052.5784 eV.

Electronic structure analysis, natural (NBO) charges in units of e: number 1, C, carries -0.160; number 2, C, carries -0.249; number 3, C, carries -0.436; number 4, C, carries -0.470; number 5, C, carries -0.471; number 6, C, carries -0.455; number 7, C, carries 0.007; number 8, C, carries 0.118; number 9, N, carries 0.460; number 10, O, carries -0.413; number 11, O, carries -0.428; number 12, H, carries 0.216; number 13, H, carries 0.232; number 14, H, carries 0.221; number 15, H, carries 0.217; number 16, H, carries 0.245; number 17, H, carries 0.248; number 18, H, carries 0.202; number 19, H, carries 0.239; number 20, H, carries 0.258; number 21, H, carries 0.226; number 22, H, carries 0.195


Entry 5:
# C8H11NO2

The molecule C8H11NO2 (ωB97M-V/def2-TZVPD, OMol25).

Positions of all 22 atoms, in Å:
C 2.42 -0.20 -0.04
C 1.47 -0.75 0.80
C 0.09 -0.60 0.58
C -0.38 -1.28 -0.81
C -2.31 -0.30 0.20
C -1.72 1.18 0.20
C 0.55 1.55 -0.55
C 1.95 1.11 -0.50
H 1.33 -0.34 1.70
H 1.85 -1.81 1.24
H -0.52 -0.83 1.47
H 0.58 -1.01 -1.60
H -0.53 -2.53 -0.86
H -3.58 -0.23 0.18
H -1.98 -1.05 1.13
H -2.02 1.76 1.28
H -1.66 1.72 -0.93
H 0.16 2.48 -0.87
H 2.64 1.67 -1.42
N -0.24 0.84 0.38
O 3.66 -0.46 -0.36
O -1.78 -0.90 -1.20

As for the SMILES: O=C1C=CN2CCOC[C@H]2C1. The energy above the lowest of the compared OMol25 structures with the same formula, charge and spin comes out at 212.2 kcal/mol. As for the lowest unoccupied orbital energy: -0.06 eV. The HOMO energy is -8.252 eV. For the HOMO-LUMO gap, the calculation gives 8.191 eV. The energy comes out at -14050.8832 eV.

Electronic structure analysis, natural (NBO) charges in units of e: number 1, C, carries 0.481; number 2, C, carries -0.566; number 3, C, carries -0.050; number 4, C, carries -0.123; number 5, C, carries -0.138; number 6, C, carries -0.265; number 7, C, carries 0.072; number 8, C, carries -0.373; number 9, H, carries 0.281; number 10, H, carries 0.245; number 11, H, carries 0.217; number 12, H, carries 0.222; number 13, H, carries 0.206; number 14, H, carries 0.227; number 15, H, carries 0.213; number 16, H, carries 0.227; number 17, H, carries 0.251; number 18, H, carries 0.214; number 19, H, carries 0.227; number 20, N, carries -0.447; number 21, O, carries -0.553; number 22, O, carries -0.568


Entry 6:
# C8H11NO2

A cluster of 2 separate species, C8H11NO2 in total (ωB97M-V/def2-TZVPD, OMol25).

Positions of all 22 atoms, in Å:
C 1.84 -0.50 0.38
C -1.08 -0.33 -1.22
C -2.39 0.88 0.57
C -1.71 -0.33 1.19
C -2.82 -0.56 0.26
C -1.00 0.42 0.06
C 2.81 -1.50 -0.17
C 1.07 1.76 0.20
N 1.75 0.65 -0.20
O -2.41 -0.92 -1.09
O 1.00 2.81 -0.60
H 1.26 -0.84 1.21
H -0.93 0.29 -2.08
H -0.49 -1.25 -1.16
H -2.91 1.77 0.94
H -1.41 -0.60 2.23
H -3.73 -0.96 0.48
H 2.18 -2.31 -0.71
H 3.29 -2.08 0.64
H 3.66 -1.10 -0.71
H 0.61 2.05 1.20
H 1.40 2.64 -1.43

The energy above the lowest of the compared OMol25 structures with the same formula, charge and spin comes out at 183.7 kcal/mol. As for the lowest unoccupied orbital energy (spin up / spin down): 0.14 / -0.11 eV. The HOMO energy (spin up / spin down) is -8.132 / -7.182 eV. For the HOMO-LUMO gap (spin up / spin down), the calculation gives 8.272 / 7.068 eV. The energy comes out at -14052.1170 eV.

Electronic structure analysis, natural (NBO) charges in units of e: number 1, C, carries 0.151; number 2, C, carries -0.151; number 3, C, carries -0.309; number 4, C, carries -0.335; number 5, C, carries 0.077; number 6, C, carries -0.046; number 7, C, carries -0.668; number 8, C, carries 0.386; number 9, N, carries -0.522; number 10, O, carries -0.532; number 11, O, carries -0.651; number 12, H, carries 0.170; number 13, H, carries 0.191; number 14, H, carries 0.179; number 15, H, carries 0.242; number 16, H, carries 0.234; number 17, H, carries 0.207; number 18, H, carries 0.230; number 19, H, carries 0.221; number 20, H, carries 0.233; number 21, H, carries 0.204; number 22, H, carries 0.490